# 1
2 unconnected molecules or ions with the total composition BH3S3. Source: the Open Molecules 2025 dataset; level of theory: wB97M-V/def2-TZVPD.

The value obtained for the energy above the lowest of the compared OMol25 structures with the same formula, charge and spin is 23.9 kcal per mole. As for the charge: 0. The maximum force is 0.04481 Eh/bohr. The calculation puts the frontier orbital gap at 9.80 eV. The LUMO energy comes out at 0.0033 Ha. As for the SMILES: S=BS.S.

Positions of all 7 atoms, in Å:
S (0.693, 2.142, -0.437)
B (1.643, 0.813, -0.717)
S (2.935, -0.363, -0.959)
H (2.349, -0.938, 0.107)
S (-2.705, -1.151, 0.856)
H (-2.329, -0.547, -0.337)
H (-2.586, 0.044, 1.487)

# 2
A molecular structure, Ba3Br3I2O4PPb. Source: the Open Molecules 2025 dataset; level of theory: wB97M-V/def2-TZVPD.

The value obtained for the energy above the lowest of the compared OMol25 structures with the same formula, charge and spin is 0.0 kcal per mole. As for the charge: 0. The maximum force is 0.09422 Eh/bohr. The calculation puts the frontier orbital gap at 6.17 eV. The LUMO energy comes out at -0.0342 Ha.

Positions of all 14 atoms, in Å:
Pb (-16.876, 3.884, -4.523)
Ba (-12.005, 0.900, -5.106)
Ba (-9.371, -0.131, -1.389)
Ba (-14.967, 0.589, -1.343)
I (-17.634, 1.294, -5.707)
I (-13.754, 3.352, -3.723)
P (-8.528, -0.774, -4.870)
O (-9.546, 0.379, -5.236)
O (-8.407, -1.309, -3.453)
O (-10.972, 1.049, -2.900)
O (-7.815, -1.341, -5.973)
Br (-17.289, 2.823, -1.811)
Br (-12.409, -0.819, 0.358)
Br (-14.409, -0.920, -4.130)

# 3
A molecular structure, BaCl4O16. Source: the Open Molecules 2025 dataset; level of theory: wB97M-V/def2-TZVPD.

Its expectation value of S² is 0.76. The value obtained for the energy above the lowest of the compared OMol25 structures with the same formula, charge and spin is 12.7 kcal per mole. As for the charge: -1. The maximum force is 0.14354 Eh/bohr. The calculation puts the frontier orbital gap (alpha / beta) at 6.44 / 3.54 eV. The LUMO energy (alpha / beta) comes out at 0.0039 / -0.1026 Ha. The spin multiplicity is 2.

Positions of all 21 atoms, in Å:
Ba (10.415, -11.476, 15.975)
Cl (6.750, -9.070, 14.497)
O (7.255, -10.384, 14.519)
O (6.507, -8.520, 13.182)
O (5.487, -8.857, 15.275)
O (7.808, -8.265, 15.081)
Cl (10.848, -10.079, 12.607)
O (11.422, -8.952, 11.854)
O (10.568, -10.956, 11.616)
O (11.627, -10.809, 13.532)
O (9.576, -9.721, 13.139)
Cl (13.903, -9.586, 9.272)
O (13.630, -10.630, 10.174)
O (13.045, -9.791, 8.029)
O (13.614, -8.367, 10.015)
O (15.188, -9.547, 8.700)
Cl (14.144, -11.305, 17.005)
O (14.747, -12.624, 17.161)
O (13.453, -11.226, 15.775)
O (13.079, -11.130, 17.927)
O (15.120, -10.338, 17.247)

# 4
A molecular structure, BaH36O18. Source: the Open Molecules 2025 dataset; level of theory: wB97M-V/def2-TZVPD.

The value obtained for the energy above the lowest of the compared OMol25 structures with the same formula, charge and spin is 9.2 kcal per mole. As for the charge: +2. The maximum force is 0.03960 Eh/bohr. The calculation puts the frontier orbital gap at 11.76 eV. The LUMO energy comes out at -0.1698 Ha.

Positions of all 55 atoms, in Å:
Ba (0.918, 0.228, 0.427)
O (3.107, 1.122, 3.609)
H (3.835, 0.510, 3.785)
H (3.036, 1.713, 4.334)
O (1.456, -3.563, -1.523)
H (0.868, -4.242, -1.853)
H (2.315, -3.927, -1.787)
O (5.340, 2.744, -2.898)
H (6.161, 2.283, -2.672)
H (5.641, 3.416, -3.537)
O (-1.137, 3.076, -2.674)
H (-1.495, 3.029, -3.550)
H (-0.535, 2.353, -2.467)
O (-0.996, -1.250, -3.060)
H (-1.469, -1.766, -2.395)
H (-1.529, -1.053, -3.804)
O (3.251, -0.686, -0.371)
H (3.632, 0.140, -0.656)
H (3.947, -1.308, -0.252)
O (-1.703, 0.171, -0.469)
H (-2.199, 1.012, -0.362)
H (-2.269, -0.542, -0.194)
O (-4.995, -1.634, 4.942)
H (-5.752, -2.024, 5.367)
H (-5.095, -0.711, 5.047)
O (-3.784, -2.968, 2.483)
H (-4.368, -2.563, 3.099)
H (-4.227, -3.814, 2.376)
O (3.448, 2.248, -0.857)
H (4.014, 2.459, -1.594)
H (3.317, 3.077, -0.395)
O (-1.483, -0.952, 4.327)
H (-1.246, -1.097, 5.280)
H (-2.335, -1.415, 4.272)
O (0.570, 0.904, -2.259)
H (1.049, 0.767, -3.125)
H (-0.250, 0.358, -2.357)
O (0.325, 2.733, 0.346)
H (0.264, 3.221, -0.470)
H (-0.508, 2.832, 0.825)
O (-2.496, 2.701, -0.279)
H (-2.217, 3.045, -1.175)
H (-3.361, 3.044, -0.062)
O (0.944, -0.287, 3.067)
H (1.546, 0.146, 3.708)
H (0.315, -0.728, 3.633)
O (2.135, 0.576, -4.426)
H (2.730, -0.116, -3.997)
H (2.446, 0.684, -5.359)
O (-3.279, -2.072, -0.226)
H (-4.141, -2.253, -0.593)
H (-3.361, -2.313, 0.730)
O (-0.047, -2.196, 0.319)
H (-0.899, -2.504, 0.074)
H (0.566, -2.605, -0.349)

# 5
A molecular structure, BeFH14O7. Source: the Open Molecules 2025 dataset; level of theory: wB97M-V/def2-TZVPD.

The value obtained for the energy above the lowest of the compared OMol25 structures with the same formula, charge and spin is 8.7 kcal per mole. As for the charge: +1. The maximum force is 0.04759 Eh/bohr. The calculation puts the frontier orbital gap at 9.76 eV. The LUMO energy comes out at -0.1557 Ha.

Positions of all 23 atoms, in Å:
Be (0.481, -0.839, -0.781)
F (-0.166, -0.263, 0.460)
O (-1.978, -1.084, 2.172)
H (-1.632, -0.711, 2.944)
H (-1.363, -0.889, 1.486)
O (-0.279, -2.463, -0.958)
H (-0.349, -3.279, -1.483)
H (-1.241, -2.287, -0.744)
O (0.093, -0.094, -2.198)
H (-0.275, 0.763, -2.367)
H (0.410, -0.325, -3.085)
O (0.909, 1.142, 2.358)
H (0.268, 1.285, 3.049)
H (0.484, 0.758, 1.572)
O (1.385, 1.962, -0.347)
H (0.947, 2.189, 0.471)
H (1.237, 2.609, -1.003)
O (-2.044, 1.587, 0.233)
H (-1.411, 0.925, 0.423)
H (-2.884, 1.100, 0.097)
O (2.165, -0.906, -0.709)
H (2.757, -0.970, -1.486)
H (2.496, -0.205, -0.113)

# 6
A molecular structure, Br2CaI2. Source: the Open Molecules 2025 dataset; level of theory: wB97M-V/def2-TZVPD.

The value obtained for the energy above the lowest of the compared OMol25 structures with the same formula, charge and spin is 0.0 kcal per mole. As for the charge: -2. The maximum force is 0.01764 Eh/bohr. The calculation puts the frontier orbital gap at 7.19 eV. The LUMO energy comes out at 0.1821 Ha.

Positions of all 5 atoms, in Å:
Ca (-0.140, 0.132, 0.216)
Br (-3.047, 0.162, -0.112)
Br (0.274, -2.518, -0.755)
I (1.756, 0.428, 2.526)
I (1.157, 1.796, -1.875)

# 7
A single Br2H4OSi2 molecule. Source: the Open Molecules 2025 dataset; level of theory: wB97M-V/def2-TZVPD.

The value obtained for the energy above the lowest of the compared OMol25 structures with the same formula, charge and spin is 54.4 kcal per mole. As for the charge: 0. The maximum force is 0.11340 Eh/bohr. The calculation puts the frontier orbital gap at 9.98 eV. The LUMO energy comes out at -0.0016 Ha. As for the SMILES: [SiH3]O[SiH](Br)Br.

Positions of all 9 atoms, in Å:
Si (0.600, 0.719, -0.039)
O (0.173, -0.807, 0.188)
Si (-1.449, -2.003, 0.950)
Br (-1.400, -3.801, -0.179)
Br (-3.216, -0.920, 0.378)
H (-0.502, 1.665, 0.403)
H (1.663, 0.708, 0.867)
H (0.824, 1.054, -1.397)
H (-0.812, -2.447, 2.239)

# 8
A single Br2H4OSi2 molecule. Source: the Open Molecules 2025 dataset; level of theory: wB97M-V/def2-TZVPD.

The value obtained for the energy above the lowest of the compared OMol25 structures with the same formula, charge and spin is 21.6 kcal per mole. As for the charge: 0. The maximum force is 0.09511 Eh/bohr. The calculation puts the frontier orbital gap at 10.96 eV. The LUMO energy comes out at 0.0228 Ha. As for the SMILES: Br[SiH2]O[SiH2]Br.

Positions of all 9 atoms, in Å:
Br (3.124, 0.599, 0.296)
Si (1.398, -0.540, 0.762)
O (0.149, 0.512, -0.201)
Si (-1.409, 0.547, -0.892)
Br (-2.901, 0.180, 0.779)
H (1.234, -0.715, 2.180)
H (1.579, -1.751, -0.082)
H (-1.553, 1.938, -1.289)
H (-1.623, -0.770, -1.553)

Question: Look up the energy above the lowest of the compared OMol25 structures with the same formula, charge and spin of the seventh one.
Answer: 54.4 kcal per mole